1.
2 unconnected molecules or ions with the total composition C4H11NS. Source: OMol25; level of theory: ωB97M-V/def2-TZVPD.

```
17
Properties=species:S:1:pos:R:3:mulliken_charge:R:1
S 0.535 -1.392 -2.037 -0.05
N -0.394 2.350 1.970 -0.42
C 0.765 1.720 1.154 -0.49
C -1.058 -1.393 -1.298 -0.75
C -1.362 2.875 1.277 -0.28
C 1.491 -2.418 -0.858 -0.83
H 2.554 -2.514 -1.256 0.29
H 1.151 0.977 1.822 0.24
H 0.230 1.089 0.257 0.08
H 1.388 -2.280 0.256 0.28
H -2.343 2.936 1.798 0.27
H 1.154 -3.447 -1.108 0.29
H -1.216 3.289 0.230 0.26
H -1.357 -2.463 -0.887 0.25
H -1.091 -0.806 -0.408 0.21
H 1.413 2.575 1.053 0.34
H -1.859 -1.099 -1.965 0.32
```

Structure (SMILES) = C=NC.CSC
Gap between HOMO and LUMO = 9.380 eV
Multiplicity = 1
ΔE to the lowest compared entry with this formula, charge and spin = 62.8 kcal per mole
Net charge = 0



2.
A molecular structure, C5H7NO. Source: OMol25; level of theory: ωB97M-V/def2-TZVPD.

```
14
Properties=species:S:1:pos:R:3:mulliken_charge:R:1
O 0.898 -1.497 0.707 -0.57
N -0.719 2.508 -1.137 -0.43
C 0.761 -0.400 0.051 0.50
C -1.729 -0.365 0.563 -1.32
C -0.618 -0.021 -0.438 0.76
C 2.004 0.254 -0.053 -1.29
C -0.660 1.393 -0.838 0.04
H 2.081 1.331 -0.191 0.32
H -1.644 0.253 1.461 0.34
H -1.635 -1.414 0.850 0.36
H -0.760 -0.619 -1.350 0.19
H -2.712 -0.198 0.114 0.37
H 2.005 -0.902 0.895 0.42
H 2.728 -0.322 -0.635 0.32
```

Gap between HOMO and LUMO = 9.614 eV
Multiplicity = 1
ΔE to the lowest compared entry with this formula, charge and spin = 79.9 kcal per mole
Net charge = 0



3.
2 unconnected molecules or ions with the total composition C18H36ClFNO6S. Source: OMol25; level of theory: ωB97M-V/def2-TZVPD.

```
64
Properties=species:S:1:pos:R:3:mulliken_spin:R:1
Cl -5.072 4.355 -5.847 0.00
S -2.382 0.138 -4.359 0.00
F -1.698 -1.205 -3.982 0.00
O 3.180 -2.889 5.952 0.00
O 0.929 2.759 -1.424 0.55
O 0.104 -2.808 6.124 0.00
O -3.734 -0.020 -3.999 0.00
O -2.051 0.376 -5.712 0.00
O 1.992 -1.595 3.424 0.00
N 0.790 1.502 -1.652 0.38
C -0.348 0.850 -0.952 0.01
C 0.905 1.186 -3.098 -0.04
C -2.633 2.543 -3.251 0.02
C -0.283 1.860 -3.772 0.07
C -1.639 1.371 -3.236 -0.03
C -1.639 0.731 -1.816 0.01
C 1.055 -2.484 7.124 0.00
C 1.024 -0.296 -3.392 0.01
C -2.907 3.222 -4.611 0.00
C 2.392 -0.459 2.692 0.00
C -0.696 1.719 0.258 -0.01
C -4.270 2.888 -5.221 0.00
C 2.803 -3.469 4.712 0.00
C 3.020 -2.567 3.519 0.00
C 2.195 1.857 -3.618 0.01
C -0.865 -3.722 6.584 0.00
C 0.080 -0.528 -0.385 0.03
C 2.312 -1.913 6.509 0.00
H 2.556 1.318 -4.484 0.00
H 1.153 -0.601 -0.517 -0.01
H -0.195 2.932 -3.700 0.01
H 0.614 -1.735 7.797 0.00
H 3.463 -4.331 4.593 0.00
H -0.397 -4.655 6.919 0.00
H 3.010 -3.176 2.604 0.00
H -3.579 2.224 -2.836 0.00
H 2.931 1.862 -2.828 -0.01
H -0.367 -1.352 -0.925 0.00
H 3.999 -2.080 3.608 0.00
H 1.313 -3.377 7.707 0.00
H -4.921 2.375 -4.532 0.00
H -1.528 -3.947 5.751 0.00
H 0.816 -0.433 -4.448 0.00
H 3.252 0.029 3.165 0.00
H 2.890 -1.452 7.314 0.00
H -0.153 -0.603 0.663 0.00
H 1.777 -3.840 4.742 0.00
H -1.456 -3.295 7.402 0.00
H 2.642 -0.728 1.658 0.00
H -2.240 3.294 -2.574 0.00
H 2.041 -0.627 -3.245 0.00
H -1.920 -0.308 -1.892 0.00
H -2.862 4.292 -4.461 0.00
H 1.559 0.242 2.686 0.00
H 0.187 1.947 0.837 0.00
H -1.212 2.627 -0.022 0.01
H -4.139 2.234 -6.067 0.00
H 1.997 2.883 -3.891 0.00
H 2.075 -1.132 5.784 0.00
H -0.238 1.601 -4.824 0.00
H 0.327 -0.924 -2.856 0.00
H -2.440 1.192 -1.259 0.00
H -2.153 2.981 -5.345 0.00
H -1.363 1.158 0.904 0.00
```

<S²> = 0.7541
Gap between HOMO and LUMO (alpha / beta) = 9.418 / 9.311 eV
Multiplicity = 2
Net charge = 0



4.
A molecular structure, C28H40F5KN6O3Te. Source: OMol25; level of theory: ωB97M-V/def2-TZVPD.

```
84
Properties=species:S:1:pos:R:3:mulliken_charge:R:1
Te -3.236 -1.245 2.371 2.00
K -0.763 -0.508 0.327 0.83
F -5.077 -1.045 2.527 -0.42
F -3.388 -2.432 3.792 -0.40
F -3.489 -2.766 1.302 -0.48
F -2.996 0.061 3.676 -0.43
F -1.401 -1.653 2.519 -0.57
O -3.001 -0.181 0.954 -0.73
O 3.102 1.486 -0.941 -1.07
O 0.977 -0.591 -1.266 0.24
N 1.049 -2.716 0.956 -0.09
N 4.569 -2.064 -2.268 0.01
N -0.060 2.508 1.476 -0.38
N -2.398 -2.062 -1.929 -0.28
N 5.518 0.592 -1.215 0.13
N -1.043 1.315 -1.619 0.60
C 3.339 -1.551 -2.158 -0.62
C 5.557 -1.835 -3.315 -1.15
C 4.521 1.061 0.909 0.06
C 3.670 1.368 3.166 0.46
C -1.665 3.339 -0.409 -0.79
C -2.152 2.186 -1.283 -0.97
C 2.436 1.781 2.577 -0.58
C 4.679 1.025 2.329 -0.97
C 0.780 0.598 -4.627 -0.64
C 1.297 -0.367 -2.438 -0.16
C -1.810 -3.334 -2.373 -1.19
C 2.215 1.847 1.235 0.65
C 2.791 -0.665 -4.446 -1.00
C 2.528 -0.887 -3.047 0.65
C -0.777 -3.947 -0.139 0.26
C 1.948 0.030 -5.237 0.60
C 2.196 0.256 -6.700 -1.72
C 6.067 -0.394 -3.389 -0.33
C 3.271 1.489 0.305 0.82
C 5.572 0.647 0.100 -0.09
C -0.529 -3.641 -1.612 0.45
C 0.907 2.281 0.693 -0.37
C 3.801 1.329 4.662 -1.55
C -1.371 2.974 1.050 -0.68
C 6.602 0.115 -2.056 -1.06
C -0.720 1.201 -2.832 -1.46
C 0.499 -4.049 0.688 -1.04
C 0.455 0.456 -3.320 1.23
H 1.210 -4.713 0.173 0.32
H -0.022 -4.493 -2.078 0.43
H -2.094 2.222 1.385 0.20
H 1.914 -2.763 1.479 0.26
H 2.327 1.317 -6.921 0.36
H 5.159 -2.158 -4.277 0.37
H 1.357 -0.098 -7.303 0.36
H -2.461 4.087 -0.391 0.47
H -1.577 -3.236 -3.436 0.48
H 3.017 0.714 5.109 0.34
H 0.860 2.364 -0.393 0.34
H 0.123 1.200 -5.250 0.47
H 4.941 -2.418 -1.403 0.35
H 2.918 -1.668 -1.165 0.56
H -2.881 1.602 -0.712 0.28
H 6.390 -2.503 -3.093 0.48
H 7.117 -0.702 -1.539 0.51
H 1.607 2.055 3.222 0.56
H -3.118 -1.771 -2.577 0.26
H 7.335 0.910 -2.209 0.39
H 3.676 -1.084 -4.902 0.14
H 4.615 0.937 -1.587 0.23
H 1.226 -2.203 0.098 -0.34
H 6.501 0.318 0.564 0.42
H 4.764 0.916 4.961 0.36
H -1.291 1.717 -3.618 0.19
H 3.092 -0.269 -7.032 0.35
H 0.268 -4.509 1.650 0.45
H 5.634 0.702 2.733 0.30
H -1.344 -4.879 -0.059 0.54
H -0.800 3.821 -0.876 0.37
H -2.504 -4.181 -2.276 0.42
H 0.134 -2.778 -1.718 -0.35
H -1.567 3.850 1.674 0.42
H -1.404 -3.177 0.312 -0.57
H -2.869 -2.170 -1.034 0.01
H -2.655 2.572 -2.181 0.44
H 3.713 2.327 5.096 0.33
H 6.862 -0.361 -4.136 0.43
H 5.279 0.275 -3.741 0.32
```

Gap between HOMO and LUMO = 6.999 eV
Multiplicity = 1
ΔE to the lowest compared entry with this formula, charge and spin = 25.2 kcal per mole
Net charge = 0



5.
3 unconnected molecules or ions with the total composition C4H8O2. Source: OMol25; level of theory: ωB97M-V/def2-TZVPD.

```
14
Properties=species:S:1:pos:R:3:mulliken_charge:R:1
O -0.085 1.999 -0.478 -0.36
O 1.156 -1.658 0.535 -0.37
C -1.961 -0.034 -0.336 -0.48
C 1.811 -0.799 0.009 -0.24
C 0.789 1.768 0.314 -0.27
C -1.518 -1.261 -0.096 -0.50
H -2.296 0.624 0.462 0.26
H 1.681 -0.510 -1.053 0.30
H -1.984 0.384 -1.338 0.22
H 0.592 1.349 1.321 0.30
H -1.157 -1.908 -0.891 0.25
H -1.470 -1.671 0.910 0.23
H 1.854 1.956 0.070 0.33
H 2.587 -0.239 0.570 0.31
```

Structure (SMILES) = C=C.C=O.C=O
Gap between HOMO and LUMO = 9.607 eV
Multiplicity = 1
ΔE to the lowest compared entry with this formula, charge and spin = 82.9 kcal per mole
Net charge = 0



6.
A single C3H8N2OS molecule. Source: OMol25; level of theory: ωB97M-V/def2-TZVPD.

```
15
Properties=species:S:1:pos:R:3:mulliken_charge:R:1
S -2.634 0.022 0.271 0.49
O -3.036 0.758 -0.932 -0.56
N 0.893 -0.389 -0.295 -0.25
N -2.040 -1.467 -0.320 -0.59
C 2.138 -0.333 -0.359 -0.29
C 0.035 0.740 -0.402 -0.58
C -0.950 0.755 0.707 -0.81
H 0.662 1.681 -0.560 0.47
H -0.537 0.543 -1.396 0.25
H -1.432 -1.964 0.404 0.31
H 2.673 0.520 -0.853 0.22
H -1.173 1.713 0.942 0.43
H -1.381 -1.445 -1.115 0.31
H -0.560 0.222 1.651 0.37
H 2.859 -1.221 0.006 0.21
```

Gap between HOMO and LUMO = 10.013 eV
Multiplicity = 1
ΔE to the lowest compared entry with this formula, charge and spin = 77.9 kcal per mole
Net charge = 0



7.
A molecular structure, C3H8N4O. Source: OMol25; level of theory: ωB97M-V/def2-TZVPD.

```
16
Properties=species:S:1:pos:R:3:mulliken_charge:R:1
O 1.356 2.208 -0.607 -0.48
N -0.471 0.557 -0.119 -0.04
N -1.626 1.047 0.477 -0.63
N -1.460 -1.630 -0.374 -0.50
N 1.695 -2.097 0.353 -0.63
C 0.918 -1.252 -0.093 0.07
C -0.358 -0.806 -0.171 0.29
C 1.283 1.211 0.332 -0.23
H -2.260 0.322 0.807 0.28
H 0.955 1.528 1.322 0.26
H -2.103 1.722 -0.108 0.23
H -2.022 -1.403 -1.186 0.22
H -1.243 -2.616 -0.319 0.25
H 2.672 -1.912 0.104 0.27
H 2.233 0.689 0.380 0.29
H 0.431 2.431 -0.799 0.34
```

Gap between HOMO and LUMO = 7.594 eV
Multiplicity = 1
ΔE to the lowest compared entry with this formula, charge and spin = 144.1 kcal per mole
Net charge = 0



8.
A molecular structure, C30H58BFeN10. Source: OMol25; level of theory: ωB97M-V/def2-TZVPD.

```
100
Properties=species:S:1:pos:R:3:mulliken_spin:R:1
Fe -0.052 0.348 -0.022 1.04
N -1.718 -0.589 -0.953 0.01
N -1.123 -0.547 1.699 -0.03
N 1.706 0.162 1.114 -0.03
N 1.248 1.059 -1.398 -0.03
N 0.590 -2.566 -0.127 0.00
N 0.825 -1.672 -1.132 -0.02
N -0.329 2.212 0.727 -0.03
N -1.310 2.028 -1.754 0.05
N -0.608 -1.794 1.954 0.00
N 1.733 -1.109 1.647 -0.01
C -2.597 1.414 -2.059 -0.01
C 0.436 -3.812 -0.611 0.00
C -2.236 -0.463 2.511 0.00
C 2.761 0.832 1.675 0.00
C -2.518 1.868 3.377 0.00
C 3.410 2.214 1.446 0.00
C -1.008 -3.816 3.389 0.00
C 0.162 -5.033 0.200 0.00
C -0.404 2.044 -2.898 0.00
C -2.385 -0.081 -2.179 0.01
C 3.411 -0.037 2.549 0.00
C 0.862 -2.405 -2.280 0.00
C -4.389 0.277 3.576 0.00
C 0.066 -2.263 -4.645 0.00
C 2.746 -1.236 2.511 0.00
C 1.007 2.147 -2.367 0.00
C 3.776 2.801 2.818 0.00
C 0.578 -3.737 -1.976 0.00
C -1.379 3.206 0.362 0.00
C -3.779 1.007 1.306 0.00
C 1.267 -2.050 -3.714 0.00
C -3.213 0.683 2.682 0.00
C 2.601 3.285 0.713 0.00
C 4.694 1.955 0.636 0.00
C 1.821 -0.650 -3.946 0.00
C 3.055 -2.472 3.289 0.00
C 2.388 -3.030 -4.116 0.00
C -2.354 -1.628 3.251 0.00
C -1.416 3.357 -1.150 0.00
C -1.309 -2.444 2.885 0.00
B 0.725 -2.220 1.357 0.00
H -1.590 -3.997 4.290 0.00
H 2.899 2.871 3.464 0.00
H -5.076 1.119 3.669 0.00
H -2.978 1.199 0.606 0.00
H 2.217 -0.596 -4.960 0.00
H -1.421 -1.550 -1.104 0.01
H 1.235 0.172 -1.892 0.00
H -2.308 3.902 -1.472 0.01
H 3.233 -2.961 -3.429 0.00
H 0.769 -5.082 1.101 0.00
H 5.267 2.879 0.545 0.00
H 1.725 2.099 -3.187 0.00
H 2.047 -4.063 -4.131 0.00
H -2.412 1.661 4.442 0.00
H 0.567 2.625 0.498 0.01
H 2.040 2.876 -0.115 0.00
H 3.277 4.034 0.301 0.00
H -4.059 0.008 4.579 0.00
H 3.928 -2.288 3.912 0.00
H -0.319 -3.280 -4.580 0.00
H -0.888 -5.079 0.495 0.00
H -3.345 -0.572 -2.347 0.00
H -3.102 2.785 3.273 0.00
H 1.927 3.808 1.397 0.00
H 5.326 1.212 1.121 0.00
H 4.284 0.178 3.139 0.00
H 0.362 -2.082 -5.680 0.00
H 0.373 -5.912 -0.405 0.00
H -0.330 2.091 1.734 0.01
H -1.750 -0.335 -3.024 0.00
H -0.516 1.112 -3.449 0.00
H -0.563 3.956 -1.466 0.00
H 2.649 -0.415 -3.271 0.00
H -1.161 4.172 0.821 0.00
H 1.048 0.111 -3.884 0.00
H 2.186 1.114 -1.016 0.00
H 4.535 2.214 3.330 0.00
H 4.180 3.806 2.682 0.00
H -0.612 2.855 -3.605 0.01
H 0.526 -4.566 -2.660 0.00
H -4.366 0.160 0.939 0.00
H -4.942 -0.563 3.155 0.00
H -3.082 1.826 -2.952 0.01
H -1.513 2.035 3.007 0.00
H 2.740 -2.785 -5.118 0.00
H -3.112 -1.860 3.977 0.00
H 1.089 -3.199 1.919 0.00
H 3.269 -3.317 2.635 0.00
H 1.174 3.097 -1.863 0.00
H -2.391 -0.610 -0.193 0.00
H -2.326 2.874 0.760 0.00
H -0.753 -1.579 -4.407 0.00
H -1.286 -4.574 2.656 0.00
H 0.045 -3.952 3.625 0.00
H -3.267 1.606 -1.225 0.00
H -4.448 1.871 1.339 0.00
H 2.224 -2.750 3.937 0.00
H 4.468 1.591 -0.371 0.00
```

<S²> = 0.8475
Gap between HOMO and LUMO (alpha / beta) = 7.038 / 7.517 eV
Multiplicity = 2
Net charge = +2



no.,electronic energy (Eh)
1,-611.84209
2,-324.59713
3,-2171.75344
4,-3012.55179
5,-307.58040
6,-701.95333
7,-413.18639
8,-3013.63867